[1]
Here is a molecular structure, C41H38Cl6N4O3S4Ti from the OMol25 dataset. Energies are from ωB97M-V/def2-TZVPD.

Calculated values
Max |F|   0.73 eV Å⁻¹
Net charge   +2
Energy above the lowest of the compared OMol25 structures with the same formula, charge and spin   12.9 kcal per mole
Kohn-Sham gap   5.60 eV

Last column: Löwdin charge in e.
Cartesian coordinates (Å):
Ti1 -0.214 -0.205 1.020  0.964
C1 0.479 2.725 -12.421  -0.055
O1 0.474 3.630 -11.322  -0.058
C2 0.421 3.122 -10.081  -0.272
C3 0.429 1.759 -9.787  0.000
C4 0.372 1.354 -8.463  -0.022
C5 0.310 2.280 -7.427  -0.164
C6 0.303 3.644 -7.738  -0.010
C7 0.359 4.061 -9.046  0.024
C8 0.243 1.876 -6.026  -0.230
N1 0.106 2.691 -4.999  0.198
C9 0.096 1.883 -3.902  -0.165
C10 0.228 0.554 -4.253  -0.115
N2 0.320 0.564 -5.622  0.195
C11 0.214 -0.505 -3.301  -0.043
C12 0.277 -1.884 -3.576  0.050
C13 0.213 -2.789 -2.546  0.007
C14 0.099 -2.326 -1.232  -0.068
N3 0.045 -1.034 -0.950  0.000
C15 0.104 -0.126 -1.953  -0.145
C16 -0.039 1.255 -1.573  -0.158
N4 -0.220 1.515 -0.250  -0.045
C17 -0.420 2.765 0.140  -0.085
C18 -0.448 3.833 -0.762  0.002
C19 -0.266 3.589 -2.100  0.062
C20 -0.063 2.267 -2.533  -0.045
H1 0.457 3.342 -13.313  0.099
H2 -0.404 2.083 -12.400  0.099
H3 1.387 2.119 -12.419  0.100
H4 0.479 1.017 -10.570  0.109
H5 0.373 0.288 -8.271  0.106
H6 0.255 4.370 -6.939  0.115
H7 0.357 5.111 -9.301  0.129
H8 0.444 -0.223 -6.234  0.152
H9 0.367 -2.234 -4.596  0.130
H10 0.250 -3.852 -2.733  0.127
H11 0.045 -3.012 -0.395  0.099
H12 -0.570 2.918 1.202  0.107
H13 -0.619 4.832 -0.388  0.123
H14 -0.285 4.384 -2.834  0.137
Cl1 6.497 -2.902 0.566  0.748
C21 4.860 -2.499 0.837  -0.695
C22 4.462 -1.159 0.816  -0.692
Cl2 5.590 0.088 0.507  0.747
C23 3.129 -0.850 1.052  -0.555
Cl3 2.556 0.788 0.978  0.817
C24 2.194 -1.841 1.321  -0.397
O2 0.904 -1.506 1.549  -0.269
C25 2.583 -3.176 1.316  -0.589
Cl4 1.399 -4.381 1.620  0.779
C26 3.918 -3.504 1.080  -0.683
Cl5 4.400 -5.143 1.100  0.751
C27 0.595 -5.198 5.462  -0.533
C28 0.353 -3.742 5.858  -0.515
S1 -0.162 -2.643 4.515  0.830
C29 -1.952 -2.495 4.696  -0.535
C30 -2.834 -3.640 4.189  -0.520
S2 -2.327 -4.321 2.588  0.830
C31 -2.304 -6.099 2.917  -0.537
C32 -1.050 -6.643 3.590  -0.522
S3 -0.882 -6.239 5.355  0.897
H15 1.232 -5.652 6.223  0.074
H16 1.138 -5.250 4.519  0.048
H17 1.295 -3.326 6.223  0.072
H18 -0.363 -3.666 6.677  0.082
H19 -2.200 -1.573 4.164  0.030
H20 -2.181 -2.311 5.748  0.087
H21 -3.859 -3.275 4.116  0.080
H22 -2.813 -4.453 4.908  0.036
H23 -2.416 -6.564 1.936  0.076
H24 -3.197 -6.363 3.485  0.083
H25 -0.154 -6.306 3.071  0.037
H26 -1.071 -7.732 3.525  0.075
C33 -1.942 6.428 5.751  -0.026
C34 -1.531 5.049 5.334  -0.236
C35 -0.474 4.862 4.434  -0.010
C36 -0.068 3.597 4.062  -0.068
C37 -0.737 2.495 4.592  -0.416
C38 -1.797 2.651 5.477  -0.059
C39 -2.181 3.930 5.846  -0.009
S4 -0.297 0.853 4.187  1.058
C40 1.418 0.779 4.650  -0.195
O3 -0.213 0.873 2.619  -0.631
H27 -1.508 7.187 5.103  0.084
H28 -1.608 6.629 6.770  0.100
H29 -3.026 6.538 5.735  0.093
H30 0.039 5.726 4.032  0.125
H31 0.761 3.469 3.375  0.115
H32 -2.317 1.787 5.874  0.118
H33 -3.003 4.059 6.538  0.131
H34 1.984 1.484 4.045  0.061
H35 1.748 -0.247 4.502  0.045
H36 1.462 1.046 5.706  0.087
Cl6 -2.857 -0.162 -0.160  0.625
C41 -2.164 -0.839 1.361  -0.584
H37 -2.324 -1.916 1.370  -0.022
H38 -2.664 -0.342 2.187  0.021

---

[2]
Here is a molecular structure, C41H38IrN4P2S4 at a distorted geometry from the OMol25 dataset. Energies are from ωB97M-V/def2-TZVPD.

Calculated values
Max |F|   4.25 eV Å⁻¹
Net charge   0
2S+1   2
<S²>   0.80
Kohn-Sham gap (spin up / spin down)   5.35 / 5.22 eV

Last column: Mulliken spin population.
Cartesian coordinates (Å):
Ir1 -0.443 0.162 -0.324  0.083
C1 0.198 0.802 3.108  0.006
C2 0.429 -0.694 2.968  -0.016
P1 0.964 -1.208 1.275  0.014
C3 1.000 -3.005 1.560  0.010
C4 2.148 -3.775 1.413  -0.001
C5 2.111 -5.137 1.657  0.000
C6 0.931 -5.747 2.049  0.000
C7 -0.223 -4.988 2.174  0.003
C8 -0.191 -3.631 1.923  0.002
C9 2.730 -0.789 1.171  -0.007
C10 3.326 -1.056 -0.063  0.000
C11 4.643 -0.721 -0.297  0.000
C12 5.385 -0.103 0.699  0.000
C13 4.794 0.184 1.917  -0.001
C14 3.477 -0.167 2.162  -0.001
P2 -0.808 1.564 1.742  0.030
C15 -2.506 1.608 2.381  -0.015
C16 -3.104 0.449 2.870  0.011
C17 -4.447 0.440 3.191  -0.009
C18 -5.212 1.581 3.008  0.002
C19 -4.629 2.728 2.494  -0.002
C20 -3.285 2.743 2.176  0.008
C21 -0.286 3.305 1.944  -0.002
C22 0.123 3.807 3.177  0.001
C23 0.612 5.096 3.272  0.000
C24 0.671 5.906 2.150  0.000
C25 0.210 5.433 0.933  0.001
C26 -0.258 4.135 0.828  -0.001
H1 1.157 1.329 3.071  0.000
H2 -0.289 1.009 4.067  -0.002
H3 -0.499 -1.236 3.165  0.005
H4 1.171 -1.049 3.690  0.002
H5 3.077 -3.308 1.123  0.000
H6 3.012 -5.723 1.543  0.000
H7 0.909 -6.808 2.256  0.000
H8 -1.151 -5.459 2.468  0.000
H9 -1.098 -3.047 1.997  -0.008
H10 2.731 -1.519 -0.839  -0.001
H11 5.092 -0.937 -1.256  0.000
H12 6.419 0.159 0.527  0.000
H13 5.359 0.682 2.691  0.000
H14 3.045 0.045 3.128  0.000
H15 -2.513 -0.449 2.988  -0.001
H16 -4.900 -0.464 3.572  0.000
H17 -6.260 1.574 3.263  0.000
H18 -5.225 3.614 2.330  0.000
H19 -2.828 3.634 1.770  -0.001
H20 0.059 3.198 4.067  0.000
H21 0.966 5.459 4.226  0.000
H22 1.073 6.906 2.226  0.000
H23 0.223 6.066 0.059  0.000
H24 -0.584 3.744 -0.127  -0.002
C27 -5.368 -1.222 -0.292  -0.014
C28 -3.874 -1.227 -0.435  0.062
S1 -3.135 0.316 -0.451  0.342
C29 -3.157 -2.389 -0.568  -0.027
C30 -3.783 -3.752 -0.560  -0.017
S2 -1.458 -2.395 -0.767  0.489
H25 -5.727 -0.204 -0.169  -0.003
H26 -5.671 -1.803 0.578  0.010
H27 -5.840 -1.652 -1.174  0.000
H28 -4.857 -3.705 -0.418  0.004
H29 -3.341 -4.347 0.238  0.003
H30 -3.576 -4.262 -1.500  -0.004
S3 1.766 1.842 -0.240  -0.032
C31 1.887 2.081 -1.931  0.013
C32 3.153 2.303 -2.478  0.004
C33 3.333 2.431 -3.845  0.003
C34 4.630 2.629 -4.362  0.000
N1 5.695 2.806 -4.750  0.001
C35 2.211 2.360 -4.707  -0.001
C36 0.945 2.232 -4.160  -0.006
C37 0.754 2.081 -2.788  -0.015
S4 -0.861 1.884 -2.219  0.073
C38 2.343 2.347 -6.109  0.000
N2 2.394 2.263 -7.253  -0.001
H31 4.003 2.338 -1.810  0.000
H32 0.084 2.223 -4.810  -0.001
C39 -0.721 -1.093 -5.066  0.000
N3 0.035 -1.876 -4.112  0.002
C40 0.507 -3.177 -4.526  0.001
C41 0.453 -1.321 -3.019  0.015
N4 0.774 -0.800 -2.035  -0.008
H33 -0.063 -0.632 -5.809  0.000
H34 -1.271 -0.314 -4.541  0.001
H35 -1.428 -1.749 -5.575  0.000
H36 1.257 -3.097 -5.321  0.000
H37 -0.336 -3.761 -4.902  -0.001
H38 0.939 -3.700 -3.675  0.001

---

[3]
Here is a molecular structure, C41H38N2O4S5SbW at a distorted geometry from the OMol25 dataset. Energies are from ωB97M-V/def2-TZVPD.

Calculated values
Max |F|   1.98 eV Å⁻¹
Net charge   +1
Energy above the lowest of the compared OMol25 structures with the same formula, charge and spin   26.3 kcal per mole
Kohn-Sham gap   5.42 eV

Last column: Löwdin charge in e.
Cartesian coordinates (Å):
W1 0.369 0.376 -0.685  1.195
C1 -2.610 1.103 -4.223  -0.103
C2 -1.957 0.523 -3.003  -0.702
S1 -0.186 0.367 -3.125  0.654
C3 -2.642 0.113 -1.930  -0.703
C4 -4.125 0.243 -1.770  -0.102
S2 -1.848 -0.704 -0.557  0.579
H1 -1.857 1.233 -4.994  0.063
H2 -3.064 2.069 -4.006  0.061
H3 -3.376 0.429 -4.601  0.091
H4 -4.556 0.851 -2.559  0.071
H5 -4.340 0.701 -0.804  0.076
H6 -4.580 -0.748 -1.772  0.086
C5 2.570 3.071 -1.160  -0.290
C6 2.071 3.249 0.262  -0.263
C7 2.327 4.440 0.953  0.010
C8 1.986 4.540 2.277  0.038
C9 1.445 3.427 2.946  -0.135
C10 1.177 3.394 4.329  -0.011
C11 0.676 2.254 4.904  -0.050
C12 0.378 1.127 4.130  -0.073
C13 0.593 1.137 2.770  -0.500
S3 0.148 -0.226 1.755  0.628
C14 1.171 2.274 2.155  -0.225
N1 1.470 2.215 0.835  0.058
H7 2.897 4.049 -1.545  0.151
H8 0.824 3.133 -2.274  0.043
H9 1.970 2.129 -2.883  0.088
H10 2.785 5.264 0.431  0.122
H11 2.148 5.457 2.821  0.129
H12 1.376 4.274 4.922  0.120
H13 0.487 2.222 5.966  0.114
H14 -0.041 0.247 4.591  0.111
C15 -4.777 5.057 -4.694  -0.036
C16 -3.838 4.623 -3.616  -0.276
C17 -2.461 4.673 -3.816  -0.037
C18 -1.597 4.296 -2.805  -0.085
C19 -2.094 3.847 -1.592  -0.336
C20 -3.459 3.812 -1.372  -0.050
C21 -4.325 4.202 -2.380  -0.021
S4 -0.876 3.464 -0.303  0.947
O1 -1.563 3.553 0.969  -0.377
O2 -0.702 1.862 -0.625  -0.740
N2 1.545 2.459 -2.013  -0.023
C22 3.789 2.132 -1.141  -0.018
C23 3.486 0.788 -0.468  -0.532
O3 4.312 0.225 0.201  0.132
O4 2.275 0.305 -0.684  -0.385
H15 -4.321 4.966 -5.677  0.082
H16 -5.049 6.102 -4.540  0.094
H17 -5.692 4.469 -4.673  0.084
H18 -2.076 5.026 -4.761  0.122
H19 -0.531 4.376 -2.965  0.097
H20 -3.824 3.502 -0.404  0.120
H21 -5.392 4.199 -2.200  0.124
H22 4.624 2.585 -0.607  0.138
H23 4.112 1.935 -2.168  0.137
S5 0.967 -1.986 -1.306  0.161
Sb1 0.603 -3.115 0.710  1.326
C24 2.108 -2.700 2.228  -0.363
C25 3.278 -2.118 1.768  -0.137
C26 4.355 -1.973 2.627  -0.058
C27 4.258 -2.433 3.929  -0.069
C28 3.088 -3.027 4.374  -0.077
C29 1.999 -3.165 3.527  -0.117
C30 1.636 -4.878 0.096  -0.363
C31 1.322 -6.148 0.545  -0.121
C32 2.139 -7.213 0.203  -0.075
C33 3.272 -7.012 -0.569  -0.071
C34 3.596 -5.737 -1.001  -0.068
C35 2.780 -4.674 -0.664  -0.155
C36 -1.455 -3.690 1.193  -0.339
C37 -2.194 -3.054 2.177  -0.141
C38 -3.472 -3.519 2.454  -0.066
C39 -3.993 -4.596 1.757  -0.064
C40 -3.251 -5.204 0.756  -0.065
C41 -1.973 -4.753 0.466  -0.124
H24 3.361 -1.763 0.747  0.070
H25 5.260 -1.513 2.261  0.111
H26 5.100 -2.336 4.598  0.108
H27 3.021 -3.395 5.387  0.107
H28 1.094 -3.645 3.873  0.103
H29 0.447 -6.307 1.157  0.096
H30 1.897 -8.209 0.541  0.108
H31 3.902 -7.846 -0.834  0.108
H32 4.479 -5.569 -1.599  0.110
H33 3.023 -3.677 -1.013  0.054
H34 -1.793 -2.202 2.710  0.074
H35 -4.064 -3.030 3.215  0.111
H36 -4.980 -4.964 1.990  0.111
H37 -3.671 -6.028 0.201  0.112
H38 -1.390 -5.219 -0.321  0.105

---

Which formula does entry 3 have? C41H38N2O4S5SbW

---

What is the net charge in the second record? 0

---

max |F| of number 2 (C41H38IrN4P2S4)? 4.25 eV Å⁻¹